52
Properties=species:S:1:pos:R:3:forces:R:3 method="wB97M-V/def2-TZVPD" e_above_lowest_kj_mol=68.72 total_energy_ev=-75681.662 multiplicity=2 e_homo_ha="-0.256 / -0.256" s2=0.8704 e_lumo_ha="-0.0011 / -0.0016"
Co -0.186 -0.518 0.439 0.46 0.38 0.20
O -2.142 2.187 2.591 -0.07 -0.01 -0.03
C -1.411 1.318 2.139 0.18 -0.09 0.35
N -1.595 0.532 1.080 0.12 0.16 -0.37
C -2.731 0.712 0.215 -0.16 -0.13 -0.18
C -2.344 0.203 -1.155 -0.03 0.14 -0.02
C -3.162 0.296 -2.275 0.08 0.04 0.17
C -2.721 -0.229 -3.472 0.03 -0.06 -0.13
C -1.476 -0.843 -3.541 -0.03 0.08 0.14
C -0.718 -0.909 -2.391 -0.07 -0.01 -0.12
N -1.146 -0.395 -1.234 -0.22 -0.32 0.09
C -0.070 1.010 2.794 -0.05 0.12 -0.10
C 0.261 1.541 4.025 0.02 -0.01 -0.13
C 1.514 1.265 4.547 0.09 0.00 0.07
C 2.398 0.492 3.810 -0.08 0.00 -0.13
C 1.985 -0.002 2.583 0.07 -0.02 0.05
N 0.772 0.233 2.091 -0.48 -0.35 0.09
H -3.075 1.751 0.175 0.09 -0.02 -0.03
H -3.591 0.115 0.552 0.02 0.07 0.06
H -4.127 0.776 -2.191 -0.03 0.01 -0.01
H -3.345 -0.164 -4.354 -0.01 0.00 -0.02
H -1.103 -1.271 -4.459 0.01 -0.01 -0.05
H 0.250 -1.391 -2.354 -0.02 -0.05 -0.01
H -0.466 2.161 4.528 -0.02 0.01 0.02
H 1.805 1.656 5.513 0.00 0.00 0.00
H 3.392 0.265 4.165 0.02 0.01 0.04
H 2.643 -0.598 1.967 -0.02 -0.03 0.06
C 3.373 -3.099 1.227 -0.11 -0.17 -0.04
Si 2.279 -2.477 -0.179 0.09 0.04 -0.04
C 2.543 -3.638 -1.637 0.09 0.03 0.01
C 2.906 -0.774 -0.703 -0.06 0.18 -0.01
N 0.615 -2.285 0.182 -0.04 0.24 -0.02
C -0.255 -3.364 0.277 0.17 0.05 0.11
C -1.646 -3.221 0.143 -0.12 -0.04 0.02
C -2.503 -4.303 0.243 -0.05 -0.04 0.00
C -2.024 -5.581 0.481 0.05 -0.04 0.01
C -0.655 -5.746 0.634 -0.01 0.03 -0.01
C 0.205 -4.667 0.544 -0.02 -0.09 -0.02
H 4.431 -2.961 0.999 0.07 0.05 -0.05
H 3.216 -4.168 1.379 0.04 -0.05 0.02
H 3.161 -2.619 2.180 -0.01 0.05 0.11
H 3.529 -4.104 -1.598 0.05 -0.01 -0.03
H 2.475 -3.092 -2.579 -0.01 0.03 -0.07
H 1.803 -4.435 -1.663 -0.06 -0.05 0.03
H 2.823 -0.685 -1.788 0.00 0.05 -0.05
H 3.956 -0.619 -0.450 0.10 -0.06 -0.01
H 2.358 0.075 -0.276 -0.03 -0.11 0.01
H -2.070 -2.245 -0.037 -0.01 0.03 0.04
H -3.568 -4.138 0.134 -0.04 0.01 0.00
H -2.696 -6.424 0.557 -0.04 -0.02 0.00
H -0.242 -6.725 0.840 -0.02 -0.05 0.01
H 1.260 -4.838 0.704 0.06 0.02 0.00


66
Properties=species:S:1:pos:R:3:forces:R:3 method="wB97M-V/def2-TZVPD" e_above_lowest_kj_mol=21.36 smiles=CC(C)O.CC(C)O.OCCO.OCCO.OCCO.O.O.O.O total_energy_ev=-37693.021 e_homo_ha=-0.352 e_lumo_ha=0.0019
C -9.412 12.520 -1.505 0.00 0.56 0.31
C -9.764 12.871 -0.053 -0.01 -1.43 -0.65
C -10.355 11.660 0.621 -0.42 -0.74 0.13
O -8.612 13.306 0.660 -0.42 0.25 -0.37
H -8.781 13.335 -1.862 -0.27 -0.01 -0.42
H -10.327 12.418 -2.087 0.12 0.15 -0.22
H -8.849 11.591 -1.628 0.01 -0.04 0.31
H -10.573 13.607 -0.088 0.63 0.64 0.32
H -11.184 11.300 0.004 -0.10 0.10 0.10
H -10.697 11.853 1.637 0.00 0.02 -0.06
H -9.677 10.800 0.644 0.25 0.22 0.04
H -8.045 12.523 0.749 0.01 0.25 0.46
C -12.326 13.417 3.089 0.49 0.15 0.65
C -13.372 14.342 3.699 0.34 0.55 0.86
C -13.352 14.231 5.233 -0.35 -0.96 -0.90
O -13.094 15.705 3.367 0.00 -0.45 -0.44
H -11.375 13.552 3.618 -0.01 0.29 -0.06
H -12.117 13.676 2.049 -0.23 -0.32 -0.14
H -12.541 12.360 3.255 -0.36 0.01 -0.47
H -14.382 14.088 3.354 0.05 -0.10 -0.08
H -12.377 14.467 5.652 0.02 0.24 -0.07
H -13.543 13.167 5.412 -0.03 0.13 0.41
H -14.149 14.808 5.694 0.08 0.16 0.03
H -12.943 15.716 2.407 0.00 0.48 0.26
O -6.923 11.645 2.199 0.05 0.08 -0.35
C -5.583 12.081 1.897 0.04 -1.26 0.29
C -5.243 13.341 2.647 0.37 0.12 -0.43
O -4.689 13.039 3.925 -0.32 0.11 -0.18
H -6.919 10.684 2.249 -0.05 0.03 0.10
H -4.919 11.254 2.169 0.25 0.35 0.39
H -5.430 12.128 0.816 -0.34 0.66 -0.09
H -6.133 13.969 2.750 -0.03 -0.05 -0.17
H -4.500 13.880 2.042 -0.09 0.09 0.09
H -4.733 13.865 4.418 0.11 -0.18 0.19
O -3.901 13.511 -3.020 0.02 -0.08 -0.21
C -4.737 13.328 -1.894 -0.22 -0.37 0.28
C -6.027 12.638 -2.306 0.01 0.42 0.69
O -5.787 11.311 -2.745 -0.12 0.29 -0.04
H -2.982 13.374 -2.781 -0.01 0.10 0.07
H -4.273 12.661 -1.157 0.20 0.01 -0.01
H -4.928 14.266 -1.368 -0.17 0.15 -0.17
H -6.602 13.241 -3.016 0.33 -0.23 -0.47
H -6.678 12.617 -1.426 0.14 -0.14 0.14
H -4.832 11.190 -2.727 -0.05 -0.11 -0.26
O -9.802 18.498 -0.202 0.01 -0.21 -0.24
C -9.778 17.204 0.398 0.09 0.11 0.42
C -8.336 16.758 0.729 -0.06 1.17 -0.26
O -8.290 15.830 1.773 0.00 -0.61 -0.04
H -9.646 19.133 0.502 0.03 0.06 -0.05
H -10.363 17.232 1.324 0.22 -0.14 0.11
H -10.325 16.517 -0.250 0.27 0.05 -0.22
H -7.790 17.653 1.063 -0.30 -0.06 0.28
H -7.754 16.504 -0.171 -0.38 -0.58 0.03
H -8.585 14.959 1.446 0.31 0.22 0.08
O -8.797 10.926 4.365 -0.09 0.07 -0.11
H -8.428 11.410 5.111 0.01 -0.04 -0.07
H -8.583 11.471 3.595 0.09 0.01 0.19
O -12.949 16.020 0.340 -0.16 -0.27 0.09
H -13.806 16.425 0.158 0.13 0.00 0.03
H -13.121 15.069 0.336 -0.02 0.13 -0.16
O -13.683 10.306 0.800 0.02 0.17 -0.08
H -14.419 10.727 0.341 0.06 -0.07 0.04
H -12.910 10.840 0.575 -0.17 -0.11 0.11
O -10.012 12.382 -5.000 0.03 0.14 0.00
H -9.083 12.610 -5.115 -0.08 -0.06 0.01
H -10.486 13.210 -5.137 0.05 -0.08 -0.01